{"formula": "C14H19N3OS", "method": "the ωB97M-V functional and the def2-TZVPD basis", "elements": ["S", "O", "N", "N", "N", "C", "C", "C", "C", "C", "C", "C", "C", "C", "C", "C", "C", "C", "C", "H", "H", "H", "H", "H", "H", "H", "H", "H", "H", "H", "H", "H", "H", "H", "H", "H", "H", "H"], "coordinates": [[-1.3507, -1.5320, -1.5948], [0.8805, 1.7558, -1.0465], [1.3669, -0.9128, -1.6422], [3.1074, -2.7312, -0.5897], [-1.2897, 1.2116, -0.3603], [-2.4345, 1.9453, 4.3722], [-0.9167, 1.8274, 2.5313], [4.2402, -3.1345, -1.4970], [-1.5949, 2.4925, -0.0222], [0.0771, -0.5920, -1.3836], [-0.0358, 0.9854, -0.9868], [-1.1295, 1.7577, 3.9958], [2.0313, -3.2978, -1.0173], [2.4858, -0.4706, -1.2958], [-1.7792, 2.4542, 1.7292], [-3.2741, 2.6392, 2.0885], [1.2558, -2.3349, -2.2301], [-3.3624, 2.6237, 3.4480], [2.9395, -1.3281, -0.2511], [-4.4775, 2.5734, 3.7979], [1.9183, -2.3209, -3.2262], [-2.5627, 2.0331, 5.3427], [-2.1037, 0.4075, -0.6314], [2.4824, 0.5763, -1.0128], [1.2455, -3.4698, -0.2914], [-0.4713, 1.3316, 4.4863], [4.1240, -2.8035, -2.4474], [4.1727, -1.0750, 0.1116], [0.3046, -2.7963, -2.4766], [-0.0618, 1.7998, 2.0315], [2.4900, -1.4417, 0.6573], [1.9239, -4.2619, -1.6685], [3.0844, -0.5138, -2.2270], [5.0557, -2.7881, -1.1752], [-0.7778, 3.3207, -0.2467], [-2.5867, 2.6970, -0.3957], [-4.0667, 2.9482, 1.3979], [4.4197, -4.0144, -1.7836]], "forces_ev_per_angstrom": [[1.03, 1.41, 0.50], [0.19, 0.82, -0.32], [-15.32, -6.59, -4.67], [6.56, -0.78, -0.03], [1.41, -4.51, -3.82], [1.56, 2.83, -4.92], [-2.38, 2.07, 3.57], [-6.37, 4.80, 1.78], [0.34, 3.26, 4.67], [0.26, 2.85, 0.05], [-3.32, -2.99, 1.86], [-6.85, 2.23, -8.25], [-8.74, -2.61, -5.64], [7.73, 4.79, 0.31], [-5.86, 0.10, -4.62], [5.17, 0.76, 0.81], [5.19, -0.82, -0.10], [-3.88, -3.21, 1.51], [9.01, -2.05, 1.65], [2.03, 0.76, -0.06], [-1.16, -0.03, 2.16], [-1.49, -0.16, 4.66], [3.09, 2.61, 0.89], [-0.04, -0.04, 0.15], [-0.35, 0.36, 0.52], [6.22, -3.63, 5.23], [-0.73, 2.35, -3.16], [-3.55, -0.11, -1.03], [0.07, 0.98, 0.27], [4.45, -1.12, -1.23], [-2.16, 1.01, 2.30], [1.63, 1.09, 1.60], [0.84, -0.03, 0.63], [6.47, 3.02, 2.81], [-1.75, -2.02, 0.01], [-0.14, 0.88, -0.03], [0.52, -0.13, 0.33], [0.32, -8.15, -0.40]], "homo_ev": -8.0, "smiles": "CN1CCN(C(=S)C(=O)NCc2ccccc2)CC1", "mol_weight_g_mol": 277.39, "de_lowest_kj_mol": 1166.70, "energy_ev": -32168.79355}



{"formula": "C3H9NSi", "method": "the ωB97M-V functional and the def2-TZVPD basis", "elements": ["Si", "N", "C", "C", "C", "H", "H", "H", "H", "H", "H", "H", "H", "H"], "coordinates": [[0.3603, -0.0231, -0.4856], [0.8477, -1.7121, -0.0960], [-2.2923, -0.5422, 0.4793], [1.3918, 1.0754, 0.5990], [-1.4551, 0.2331, -0.1406], [2.4370, 0.9457, 0.6138], [1.2994, 2.1080, 0.4376], [0.4143, 0.1001, -2.0017], [1.0154, 0.8969, 1.7126], [-1.8543, -1.4365, 0.9697], [-0.0248, -2.1149, 0.1431], [-3.3442, -0.4947, 0.7219], [1.5926, -2.2320, 0.1765], [-1.7792, 1.2655, -0.4036]], "forces_ev_per_angstrom": [[1.24, -2.04, -0.21], [-3.52, 3.65, -1.47], [0.00, -2.64, 1.84], [-1.62, -0.63, 2.42], [0.70, 2.41, -0.48], [1.32, -0.77, -0.16], [-0.56, 1.62, -0.34], [0.28, 0.40, 0.70], [0.71, 0.23, -2.26], [-0.38, 0.11, -0.58], [-0.54, -1.21, 0.31], [-0.13, 0.83, -0.31], [2.57, -1.21, 0.88], [-0.06, -0.76, -0.36]], "homo_ev": -9.2, "smiles": "C=C[Si@@H](C)N", "mol_weight_g_mol": 87.20, "de_lowest_kj_mol": 17.30, "energy_ev": -12624.08365}



{"formula": "C7H8Br2Cl2", "method": "the ωB97M-V functional and the def2-TZVPD basis", "elements": ["Br", "Br", "Cl", "Cl", "C", "C", "C", "C", "C", "C", "C", "H", "H", "H", "H", "H", "H", "H", "H"], "coordinates": [[3.1001, 1.4840, 0.7621], [3.0679, -0.5472, -1.6717], [2.1933, -2.5536, 1.3810], [-1.3844, 2.4723, -0.0429], [0.9944, -1.4915, 1.0266], [-0.2258, 1.1393, 0.2871], [-1.8686, -0.5960, -0.6267], [-0.2827, -1.2846, 1.1398], [0.7604, 1.0558, -0.8837], [2.0526, 0.4566, -0.4338], [-1.0625, -0.1140, 0.5869], [-1.2288, -1.0982, -1.3487], [0.9206, 2.0713, -1.2698], [0.3063, 1.4462, 1.1934], [-1.7693, 0.1880, 1.3691], [0.3448, 0.4555, -1.6939], [-2.6241, -1.3093, -0.3062], [-0.9264, -2.0178, 1.6342], [-2.3677, 0.2432, -1.1028]], "forces_ev_per_angstrom": [[-0.10, -0.08, -0.10], [-0.19, 0.19, 0.10], [0.21, -0.54, 0.25], [-0.05, 0.24, -0.02], [0.71, 1.99, -1.24], [0.01, -0.11, 0.23], [0.00, 0.09, 0.20], [-0.54, -0.23, 0.32], [-0.07, 0.10, 0.10], [-0.27, -1.25, 0.77], [0.11, 0.03, -0.21], [0.06, -0.01, -0.07], [0.07, -0.14, 0.00], [-0.09, -0.08, -0.19], [0.09, -0.03, -0.10], [0.03, 0.02, 0.03], [-0.07, -0.08, -0.01], [0.18, -0.11, 0.03], [-0.10, 0.00, -0.09]], "homo_ev": [-8.3, -8.5], "mol_weight_g_mol": 322.85, "de_lowest_kj_mol": 0.00, "energy_ev": -172515.09821}



{"formula": "C7H6ClNO", "method": "the ωB97M-V functional and the def2-TZVPD basis", "elements": ["Cl", "O", "N", "C", "C", "C", "C", "C", "C", "C", "H", "H", "H", "H", "H", "H"], "coordinates": [[3.0013, -1.3024, 0.0901], [0.1160, -0.3490, -0.9505], [2.5221, 2.1233, -0.3882], [1.5939, -0.8256, 1.0331], [-1.5066, 0.5821, 0.3675], [1.7052, 1.3441, -0.1760], [0.7402, 0.2973, 0.0849], [-1.2343, -0.1717, -0.8525], [-2.0531, -0.7363, -1.7305], [-0.3719, 0.8985, 0.9742], [-0.2887, 1.4392, 1.9573], [2.0544, -0.4973, 1.9861], [0.9933, -1.6322, 1.1384], [-2.4684, 0.7317, 0.6748], [-3.1395, -0.4257, -1.7617], [-1.6638, -1.4760, -2.4470]], "forces_ev_per_angstrom": [[0.46, -0.52, -0.41], [0.85, 0.01, -0.50], [-0.23, 0.03, 0.21], [1.40, 3.57, -1.52], [1.75, -0.23, -0.95], [0.68, 0.32, -1.38], [1.03, -0.73, 4.88], [-0.67, -0.22, -0.05], [-1.26, 0.08, -0.41], [-0.22, -0.12, 0.31], [0.33, -0.73, -1.36], [-1.01, 0.39, -0.53], [-2.00, -2.45, 0.45], [-2.29, 0.61, 0.84], [1.46, -0.75, 0.25], [-0.29, 0.73, 0.19]], "homo_ev": -9.1, "smiles": "C=C1C=C[C@@](C#N)(CCl)O1", "mol_weight_g_mol": 155.58, "de_lowest_kj_mol": 119.75, "energy_ev": -23413.71128}



{"formula": "C4H10NOS", "method": "the ωB97M-V functional and the def2-TZVPD basis", "elements": ["S", "O", "N", "C", "C", "C", "C", "H", "H", "H", "H", "H", "H", "H", "H", "H", "H"], "coordinates": [[1.5093, -0.8160, -1.5288], [0.0579, -0.6642, 2.4779], [-1.4079, 0.0372, 0.6682], [-1.0698, 2.0799, -0.5594], [-0.7672, -1.0016, 1.4640], [0.8889, 0.4661, -0.3389], [-0.6606, 0.6386, -0.4557], [1.2686, 0.1568, 0.6212], [-2.0219, 2.2917, -1.0497], [-0.4049, 2.6248, -1.2495], [1.3689, 1.3632, -0.7159], [-1.0111, 2.6531, 0.3678], [-1.5751, -1.6322, 1.8561], [-1.6090, 0.7980, 1.3126], [-0.1302, -1.5972, 0.7849], [0.5994, -1.7899, -1.3187], [-0.8887, 0.1645, -1.4081]], "forces_ev_per_angstrom": [[-0.01, 0.09, 0.07], [-0.10, 0.33, 0.14], [0.35, 0.34, 0.37], [0.47, 1.65, -1.11], [-0.10, 0.10, -0.91], [-0.37, -0.66, -1.13], [0.65, -0.35, 0.62], [-0.07, 0.47, 0.41], [-0.36, -0.59, 0.48], [0.19, -0.31, 0.20], [0.24, 0.10, 0.30], [-0.08, -0.28, 0.20], [0.14, -0.36, 0.13], [-0.25, -0.14, -0.05], [-0.30, -0.43, 0.10], [0.08, 0.26, 0.10], [-0.49, -0.23, 0.09]], "homo_ev": [-9.2, -9.2], "s_squared": 0.75, "spin_multiplicity": 2, "mol_weight_g_mol": 120.20, "de_lowest_kj_mol": 39.55, "energy_ev": -18680.24013}



{"formula": "C19H35I2MgN2OSSb", "method": "the ωB97M-V functional and the def2-TZVPD basis", "elements": ["I", "I", "Sb", "S", "Mg", "O", "N", "N", "C", "C", "C", "C", "C", "C", "C", "C", "C", "C", "C", "C", "C", "C", "C", "C", "C", "C", "C", "H", "H", "H", "H", "H", "H", "H", "H", "H", "H", "H", "H", "H", "H", "H", "H", "H", "H", "H", "H", "H", "H", "H", "H", "H", "H", "H", "H", "H", "H", "H", "H", "H", "H", "H"], "coordinates": [[0.2671, 6.1277, 0.6745], [0.0317, 3.7385, -0.4690], [-2.9077, 0.7823, -0.7724], [1.8765, 0.2966, -0.4447], [-0.4399, -0.3106, -0.3332], [-0.3851, -2.2190, -0.0258], [2.2886, -1.7473, -2.1124], [2.8250, 0.2950, -2.9621], [2.9306, 1.7628, -3.0140], [-3.5496, -4.7995, -0.0623], [2.3476, -0.4285, -1.9633], [-3.6528, -1.5087, 2.7164], [-2.4818, -1.7123, 2.0220], [-4.7010, -0.3765, -0.8286], [-6.0363, -2.0527, 3.3072], [-5.9415, 0.4226, -0.4336], [2.8235, -2.4710, -3.2638], [-3.2843, 2.0997, 0.8783], [-3.5627, -3.6239, 0.8906], [-2.4415, -2.7737, 1.0674], [-1.2980, -3.0365, 0.2446], [-4.0158, 3.3876, 0.4815], [-1.2790, -0.8770, 2.4252], [-4.7184, -3.3503, 1.5996], [-4.3860, 2.2568, -3.0705], [-4.7900, -2.3002, 2.5087], [-2.9751, 1.9716, -2.5529], [-5.0108, 3.1860, 0.0827], [3.1409, -0.2002, -3.7814], [2.0209, -2.2652, -1.2942], [-5.8941, 0.7628, 0.6040], [3.1346, 2.1634, -2.0278], [3.7506, 2.0197, -3.6788], [-1.1635, 0.0372, 1.8193], [-4.5088, -5.3121, -0.0380], [-2.4320, 2.8894, -2.3242], [-6.8867, -2.6103, 2.9195], [-3.6884, -0.7337, 3.4774], [-5.8736, -2.3622, 4.3433], [-3.8552, 1.5054, 1.5916], [-3.4548, 3.9520, -0.2663], [-4.1353, 4.0330, 1.3540], [-3.3659, -4.4947, -1.0944], [-4.7763, -0.7822, -1.8381], [2.2403, -2.2714, -4.1638], [-1.4137, -0.5070, 3.4380], [-4.9608, 1.3427, -3.2290], [-2.3877, 1.4133, -3.2814], [-4.3258, 2.7717, -4.0318], [2.0121, 2.2049, -3.3946], [3.8692, -2.2111, -3.4393], [-4.5299, -1.2102, -0.1462], [-4.9434, 2.9021, -2.3890], [-5.5892, -3.9833, 1.4551], [-6.2867, -0.9900, 3.3312], [-2.7854, -5.5295, 0.2151], [2.7755, -3.5347, -3.0539], [-1.2259, -4.0195, -0.2190], [-2.3178, 2.3270, 1.3242], [-0.3466, -1.4335, 2.3897], [-6.0978, 1.2939, -1.0709], [-6.8245, -0.2136, -0.5300]], "forces_ev_per_angstrom": [[-0.08, -0.09, -0.02], [0.12, 0.03, 0.01], [-0.18, 0.36, -0.02], [-0.07, 0.19, -0.29], [0.51, -0.09, 0.13], [-0.46, -0.49, 0.04], [0.04, -0.17, -0.08], [-0.02, 0.40, 0.13], [0.00, -0.21, 0.04], [0.01, 0.08, 0.07], [0.06, 0.14, -0.07], [-0.09, 0.10, 0.06], [0.15, -0.02, -0.01], [0.10, 0.00, 0.03], [0.08, 0.03, 0.00], [-0.05, -0.08, 0.00], [-0.04, 0.00, 0.06], [-0.13, 0.20, -0.24], [0.06, -0.15, -0.12], [0.14, 0.07, 0.04], [0.10, 0.38, 0.04], [0.06, -0.11, 0.08], [-0.09, -0.14, -0.24], [-0.17, -0.05, 0.03], [0.10, 0.07, -0.04], [-0.09, -0.02, 0.08], [-0.22, -0.02, 0.10], [0.05, 0.00, 0.02], [0.02, 0.00, -0.04], [-0.01, -0.09, 0.10], [0.02, -0.02, -0.08], [0.03, -0.04, 0.07], [0.00, -0.03, 0.00], [-0.08, 0.04, 0.04], [0.02, 0.04, 0.01], [-0.01, -0.01, -0.03], [0.04, 0.02, -0.01], [0.00, -0.06, -0.05], [0.00, 0.00, -0.04], [-0.04, 0.01, 0.07], [-0.01, -0.03, 0.03], [0.01, -0.04, -0.03], [-0.02, 0.00, 0.04], [-0.03, 0.00, 0.00], [-0.02, 0.02, 0.01], [0.01, 0.02, 0.05], [0.03, 0.03, 0.01], [0.00, 0.03, -0.08], [-0.01, -0.02, 0.06], [-0.06, -0.03, -0.02], [0.01, 0.00, 0.03], [-0.07, -0.01, -0.06], [0.05, -0.06, -0.04], [0.09, 0.06, 0.01], [0.02, -0.05, -0.02], [-0.03, 0.03, 0.00], [-0.02, 0.01, 0.00], [0.06, -0.10, 0.00], [0.02, 0.02, 0.04], [0.07, -0.07, 0.01], [0.01, -0.08, 0.04], [0.02, 0.05, 0.03]], "homo_ev": -13.8, "mol_weight_g_mol": 739.44, "de_lowest_kj_mol": 56.06, "energy_ev": -64306.43993, "total_charge": 2}